one) A molecular structure, C7H15NO. Source: the Open Molecules 2025 dataset; level of theory: ωB97M-V/def2-TZVPD.

Computed properties:
HOMO-LUMO gap ... 9.889 eV

Each line ends with the Löwdin charge.
Element x y z (Å)
C  -0.46  1.25  -1.37  -0.664
C  0.68  1.39  -2.36  -0.015
C  -1.22  -0.04  -1.49  -0.040
C  -0.01  1.63  0.99  0.009
O  -1.21  2.45  -1.35  -0.010
N  0.16  0.90  -0.03  -0.040
H  -2.10  2.24  -1.05  0.097
H  1.36  0.55  -2.28  0.086
H  0.27  1.42  -3.37  0.086
H  -1.38  -0.36  -2.52  0.067
H  -0.42  -0.42  -0.46  0.150
H  -2.17  -0.03  -0.95  0.060
H  1.23  2.31  -2.16  0.086
H  0.31  1.26  1.96  0.067
H  -0.53  2.58  0.95  0.079
C  1.57  -2.02  1.13  -0.123
C  0.61  -1.76  2.25  -0.263
C  -0.71  -1.84  2.15  -0.029
H  1.06  -1.47  3.19  0.091
H  2.11  -1.10  0.87  0.066
H  2.31  -2.77  1.42  0.070
H  1.06  -2.37  0.24  0.068
H  -1.19  -2.12  1.22  0.052
H  -1.35  -1.67  3.00  0.048

=====

two) 2 unconnected molecules or ions with the total composition C7H15NO. Source: the Open Molecules 2025 dataset; level of theory: ωB97M-V/def2-TZVPD.

Computed properties:
HOMO-LUMO gap (spin up / spin down) ... 8.195 / 8.591 eV

Each line ends with the Löwdin charge.
Element x y z (Å)
C  -1.45  -0.31  -0.29  -0.377
C  1.49  0.22  0.05  -0.442
C  1.49  1.13  -0.92  0.007
C  -1.83  1.03  0.23  -0.027
C  -1.78  -1.54  0.49  -0.025
C  1.52  0.60  1.51  -0.073
C  1.79  -1.23  -0.24  -0.069
N  -0.84  0.40  -2.44  0.026
O  -1.17  -0.51  -1.54  -0.123
H  -1.08  1.34  -2.08  0.019
H  1.38  2.18  -0.71  0.063
H  1.68  0.87  -1.95  0.061
H  -1.01  1.75  0.14  0.069
H  -2.68  1.43  -0.33  0.096
H  -2.11  0.96  1.28  0.087
H  -1.23  -1.56  1.43  0.077
H  -2.84  -1.58  0.73  0.087
H  -1.52  -2.43  -0.09  0.088
H  0.74  0.07  2.06  0.067
H  2.48  0.32  1.95  0.083
H  1.37  1.67  1.65  0.075
H  2.82  -1.46  0.04  0.083
H  1.14  -1.88  0.35  0.066
H  1.66  -1.45  -1.30  0.083

=====

Which structure is most stable? one), by 1.080 eV over the runner-up.

=====

one) 2 unconnected molecules or ions with the total composition C7H15NO. Source: the Open Molecules 2025 dataset; level of theory: ωB97M-V/def2-TZVPD.

Computed properties:
SMILES string ... C=CC(C)(C)O.[H]/N=C/C
HOMO-LUMO gap ... 10.094 eV

Each line ends with the Löwdin charge.
Element x y z (Å)
C  2.86  1.47  -1.42  0.031
C  1.64  1.19  -0.99  -0.120
C  1.22  -0.01  -0.18  -0.614
C  0.30  -0.89  -1.04  -0.027
C  2.38  -0.83  0.37  -0.028
O  0.50  0.47  0.97  -0.094
H  3.70  0.82  -1.23  0.056
H  3.04  2.28  -2.11  0.056
H  0.82  1.84  -1.26  0.110
H  -0.11  -1.70  -0.44  0.082
H  0.85  -1.29  -1.89  0.090
H  -0.54  -0.31  -1.42  0.080
H  3.04  -0.20  0.96  0.091
H  2.94  -1.28  -0.44  0.087
H  1.99  -1.62  1.01  0.090
H  -0.25  1.08  0.66  0.095
H  -0.78  -0.54  1.66  0.065
N  -1.84  -0.83  1.72  0.083
C  -2.56  0.01  1.16  -0.369
C  -4.01  -0.13  0.87  -0.096
H  -2.05  0.95  0.66  0.114
H  -4.38  -1.08  1.26  0.075
H  -4.57  0.69  1.34  0.071
H  -4.18  -0.08  -0.21  0.072

=====

two) 3 unconnected molecules or ions with the total composition C7H15NO. Source: the Open Molecules 2025 dataset; level of theory: ωB97M-V/def2-TZVPD.

Computed properties:
HOMO-LUMO gap (spin up / spin down) ... 9.212 / 6.403 eV

Each line ends with the Löwdin charge.
Element x y z (Å)
C  1.08  0.89  -0.23  -0.470
C  1.04  1.24  1.23  -0.096
C  0.78  2.03  -1.15  -0.120
C  2.21  0.01  -0.66  -0.093
C  -0.24  -1.97  1.11  -0.076
C  -0.70  -1.05  0.08  -0.175
N  -3.83  -1.35  -0.17  -0.045
C  -0.92  -0.25  -0.81  0.104
O  -2.69  -1.88  -0.68  -0.206
H  -3.84  -1.38  0.85  0.083
H  -4.00  -0.39  -0.48  0.080
H  -1.36  0.33  -1.59  0.075
H  0.07  1.67  1.51  0.080
H  1.24  0.38  1.87  0.065
H  0.72  1.72  -2.19  0.074
H  -0.15  2.54  -0.88  0.075
H  1.58  2.79  -1.09  0.084
H  2.36  -0.85  0.00  0.063
H  2.08  -0.35  -1.68  0.080
H  3.17  0.57  -0.64  0.086
H  1.81  1.98  1.47  0.085
H  -0.86  -2.87  1.06  0.082
H  0.80  -2.26  0.96  0.079
H  -0.35  -1.53  2.11  0.084

=====

Which structure is most stable? one), by 5.482 eV over the runner-up.

=====

one) 3 unconnected molecules or ions with the total composition C2H6NO5. Source: the Open Molecules 2025 dataset; level of theory: ωB97M-V/def2-TZVPD.

Computed properties:
HOMO-LUMO gap ... 8.742 eV
Charge ... -1

Each line ends with the Löwdin charge.
Element x y z (Å)
O  2.65  -1.55  -2.08  -0.015
C  1.64  -1.09  -2.58  -0.430
N  0.70  -0.37  -1.95  0.096
C  0.92  0.47  -0.67  -0.718
O  2.05  0.88  -0.45  -0.004
O  -0.15  0.59  -0.03  -0.068
H  1.40  -1.35  -3.63  0.106
H  -0.05  0.05  -2.48  0.105
H  0.34  0.09  4.52  0.035
H  -0.58  1.30  4.37  0.012
O  -0.14  0.76  5.00  -0.048
H  -2.31  0.34  0.41  -0.027
H  -3.24  -0.28  -0.65  0.038
O  -3.22  0.16  0.22  -0.082

=====

two) 3 unconnected molecules or ions with the total composition C2H6NO5. Source: the Open Molecules 2025 dataset; level of theory: ωB97M-V/def2-TZVPD.

Computed properties:
HOMO-LUMO gap ... 9.177 eV
Charge ... -1

Each line ends with the Löwdin charge.
Element x y z (Å)
O  -0.58  -1.82  0.68  0.007
C  -1.20  -1.18  -0.13  -0.394
N  -0.90  0.04  -0.65  0.112
C  0.20  0.84  0.01  -0.681
O  0.01  1.05  1.21  -0.006
O  1.11  1.20  -0.77  -0.038
H  -2.19  -1.54  -0.48  0.115
H  -1.26  0.34  -1.54  0.120
H  0.55  -1.68  2.53  -0.017
H  -0.07  -0.33  3.09  0.029
O  0.36  -1.18  3.32  -0.101
H  1.53  0.40  -3.63  0.014
H  0.98  1.13  -2.42  -0.042
O  0.90  1.09  -3.40  -0.117

=====

Which structure is most stable? two), by 0.457 eV over the runner-up.

=====

one) A molecular structure, C2H9N2S2. Source: the Open Molecules 2025 dataset; level of theory: ωB97M-V/def2-TZVPD.

Computed properties:
HOMO-LUMO gap (spin up / spin down) ... 6.609 / 9.292 eV
Charge ... +1

Each line ends with the Löwdin charge.
Element x y z (Å)
C  0.69  0.84  -0.95  0.029
C  1.58  -0.20  -0.36  -0.223
N  -1.34  -0.23  0.39  -0.883
N  0.98  -0.33  1.06  0.032
S  -2.69  0.80  0.29  0.806
S  -1.55  -1.74  -0.27  0.839
H  0.16  1.53  -0.35  0.036
H  0.40  0.74  -2.00  0.089
H  2.67  0.07  -0.45  0.139
H  1.47  -1.15  -0.91  0.108
H  1.13  -1.27  1.43  0.131
H  -0.25  -0.06  0.78  -0.059
H  1.39  0.35  1.69  0.126
H  -2.22  2.03  0.84  -0.047
H  -2.40  -1.38  -1.20  -0.123

=====

two) 2 unconnected molecules or ions with the total composition C2H9N2S2. Source: the Open Molecules 2025 dataset; level of theory: ωB97M-V/def2-TZVPD.

Computed properties:
HOMO-LUMO gap ... 9.248 eV
Charge ... +1

Each line ends with the Löwdin charge.
Element x y z (Å)
S  1.48  1.38  -0.03  0.282
S  -0.38  2.27  0.37  0.283
H  1.62  1.95  -1.23  -0.183
H  -0.11  2.47  1.67  -0.180
C  0.68  -2.95  -1.12  -0.010
N  -1.88  -1.07  0.72  0.191
C  -0.87  -1.41  -0.05  -0.174
N  -0.46  -2.62  -0.26  0.030
H  1.59  -3.00  -0.54  0.099
H  0.78  -2.18  -1.88  0.097
H  0.49  -3.91  -1.60  0.100
H  -2.33  -1.70  1.37  0.140
H  -1.97  -0.08  0.93  0.082
H  -0.33  -0.58  -0.50  0.073
H  -0.85  -3.36  0.31  0.169

=====

three) 3 unconnected molecules or ions with the total composition C2H9N2S2. Source: the Open Molecules 2025 dataset; level of theory: ωB97M-V/def2-TZVPD.

Computed properties:
HOMO-LUMO gap ... 9.528 eV
Charge ... +1

Each line ends with the Löwdin charge.
Element x y z (Å)
C  -1.51  1.85  -0.58  -0.330
C  2.09  0.63  0.49  -0.757
N  2.58  0.72  -0.58  0.181
N  -0.14  -2.16  0.94  0.241
S  -0.96  0.12  -1.28  0.664
S  1.79  -0.09  1.89  0.746
H  -2.42  2.36  -0.80  0.030
H  -1.50  1.51  0.52  0.039
H  -0.71  2.56  -0.67  0.014
H  2.88  1.42  -1.25  0.125
H  0.54  -1.61  1.41  -0.091
H  -0.50  -1.68  0.12  -0.009
H  0.42  -2.92  0.53  0.153
H  -0.90  -2.54  1.58  0.193
H  -1.67  -0.18  -2.31  -0.199

=====

four) 2 unconnected molecules or ions with the total composition C2H9N2S2. Source: the Open Molecules 2025 dataset; level of theory: ωB97M-V/def2-TZVPD.

Computed properties:
HOMO-LUMO gap ... 10.001 eV
Charge ... +1

Each line ends with the Löwdin charge.
Element x y z (Å)
C  -0.74  -2.07  -0.03  -0.037
C  -0.45  -0.51  -0.14  -0.695
N  0.82  -0.22  -0.15  0.087
N  2.01  2.21  -0.32  0.037
S  -3.49  -0.10  0.08  0.392
S  -1.62  0.71  0.02  0.589
H  -0.48  -2.37  1.05  0.131
H  -1.77  -2.25  -0.30  0.035
H  0.08  -2.55  -0.59  0.088
H  1.33  -1.13  -0.27  0.136
H  1.24  0.79  -0.48  0.094
H  2.60  2.76  -0.93  0.067
H  1.40  2.84  0.21  0.074
H  2.72  1.88  0.33  0.061
H  -3.64  0.01  1.54  -0.059

=====

Which structure is most stable? two), by 0.562 eV over the runner-up.

=====

one) A single C2H3P3 molecule. Source: the Open Molecules 2025 dataset; level of theory: ωB97M-V/def2-TZVPD.

Computed properties:
SMILES string ... C=CP=P#P
HOMO-LUMO gap (spin up / spin down) ... 5.519 / 5.660 eV

Each line ends with the Löwdin charge.
Element x y z (Å)
C  0.01  -1.04  0.33  -0.123
C  0.14  0.10  1.01  -0.606
P  0.04  1.83  0.58  0.447
P  -0.23  1.91  -1.50  -0.001
P  -0.18  0.22  -2.56  0.301
H  0.12  -2.01  0.79  0.052
H  -0.25  -1.04  -0.72  -0.104
H  0.36  0.04  2.07  0.034

=====

two) A single C2H3P3 molecule. Source: the Open Molecules 2025 dataset; level of theory: ωB97M-V/def2-TZVPD.

Computed properties:
SMILES string ... C=CP=P#P
HOMO-LUMO gap ... 6.692 eV

Each line ends with the Löwdin charge.
Element x y z (Å)
C  0.11  0.35  0.10  -0.130
C  0.39  -0.92  -0.10  -0.620
P  1.92  -1.91  -0.02  0.462
P  3.28  -0.40  0.12  -0.056
P  4.49  1.07  -0.08  0.217
H  -0.96  0.80  -0.06  0.100
H  0.78  1.05  0.28  -0.043
H  -0.41  -1.64  -0.54  0.070

=====

three) A single C2H3P3 molecule. Source: the Open Molecules 2025 dataset; level of theory: ωB97M-V/def2-TZVPD.

Computed properties:
SMILES string ... C1=P[PH]#P=C1
HOMO-LUMO gap ... 8.755 eV

Each line ends with the Löwdin charge.
Element x y z (Å)
C  0.02  -0.66  -1.02  -0.578
P  1.00  0.59  -1.41  0.589
P  1.16  1.53  0.59  0.255
P  -0.10  0.21  1.81  0.539
C  -0.51  -0.88  0.61  -0.577
H  -0.48  -1.32  -1.60  -0.047
H  0.16  2.30  0.17  -0.220
H  -1.25  -1.76  0.85  0.038

=====

Which structure is most stable? three), by 0.806 eV over the runner-up.